No. 1
{"formula": "C5H7NO", "method": "wB97M-V/def2-TZVPD", "homo_energy_ev": -8.012, "de_lowest_kcal_mol": 18.2, "lumo_energy_ev": 1.00, "total_energy_ev": -8835.415, "charge": 0, "species": ["C", "C", "O", "C", "C", "C", "N", "H", "H", "H", "H", "H", "H", "H"], "positions_angstrom": [[-1.6588, -1.0487, 0.2049], [-0.2753, -0.4897, 0.2300], [0.7207, -1.3862, 0.5201], [1.9010, -0.7619, 0.3149], [1.7072, 0.5063, -0.1118], [0.2842, 0.6912, -0.1674], [-0.3254, 1.8622, -0.6633], [-2.4017, -0.2899, 0.4683], [-1.8906, -1.4174, -0.8012], [-1.7780, -1.8933, 0.8943], [2.7835, -1.3599, 0.4813], [2.4663, 1.2101, -0.4285], [-0.2363, 2.6512, -0.0310], [-1.2968, 1.7259, -0.9107]], "lowdin_charge": [-0.0152, -0.2747, 0.0198, -0.1295, -0.0173, -0.2974, 0.0807, 0.0781, 0.0841, 0.0845, 0.1184, 0.1084, 0.0852, 0.0749]}

No. 2
{"formula": "C5H12N4", "method": "wB97M-V/def2-TZVPD", "spin_multiplicity": 3, "homo_energy_ev": [-16.547, -19.900], "de_lowest_kcal_mol": 0.0, "lumo_energy_ev": [-8.27, -13.84], "total_energy_ev": -11316.446, "charge": 2, "species": ["C", "C", "C", "C", "C", "N", "N", "N", "N", "H", "H", "H", "H", "H", "H", "H", "H", "H", "H", "H", "H"], "positions_angstrom": [[1.2842, 0.0555, 0.2343], [-0.9700, -1.0379, -0.8562], [-0.2482, -1.8224, 0.2539], [-1.0416, 0.5301, -0.5125], [-1.4858, 0.8395, 0.9754], [0.8385, 2.0300, -0.8915], [0.9462, -1.1492, 0.5955], [0.3347, 1.0056, -0.5209], [2.5003, 0.5943, 0.2964], [-0.4113, -1.0866, -1.7321], [-2.0368, -1.3923, -1.1063], [-1.0189, -1.7675, 1.1426], [0.1195, -2.7764, -0.0756], [-1.5558, 1.0218, -1.3380], [-2.4663, 0.4552, 1.0619], [-1.7646, 1.9670, 1.0389], [-0.8243, 0.2362, 1.6036], [0.2156, 2.5805, -1.5668], [1.6379, -1.8839, 0.8592], [3.3102, 0.1434, 0.7430], [2.6363, 1.4571, -0.2047]], "lowdin_charge": [-0.1839, -0.0534, -0.0807, -0.2227, 0.0171, 0.1942, 0.2005, -0.1478, 0.3832, 0.1038, 0.1827, 0.2211, 0.1591, 0.1651, 0.0789, 0.1522, 0.0760, 0.1833, 0.2305, 0.1986, 0.1423]}

No. 3
{"formula": "C17H29IrN2", "method": "wB97M-V/def2-TZVPD", "spin_multiplicity": 5, "homo_energy_ev": [-12.971, -15.318], "de_lowest_kcal_mol": 21.7, "lumo_energy_ev": [-5.91, -10.71], "total_energy_ev": -23897.922, "charge": 2, "species": ["C", "H", "H", "H", "C", "H", "H", "C", "H", "H", "H", "C", "C", "C", "C", "C", "C", "C", "C", "C", "C", "Ir", "H", "H", "H", "H", "H", "H", "H", "H", "H", "H", "H", "H", "H", "H", "H", "C", "C", "N", "C", "C", "N", "H", "H", "H", "H", "H", "H"], "positions_angstrom": [[-1.8369, 0.5694, 0.8984], [-1.6774, 1.3920, 1.6001], [-2.4230, 0.9620, 0.0572], [0.3329, 1.4916, 0.3804], [-2.5615, -0.5858, 1.5822], [-2.3786, -1.5230, 1.0421], [-2.1534, -0.7305, 2.5900], [-4.0779, -0.3470, 1.6763], [-4.5896, -1.2037, 2.1309], [-4.2969, 0.5393, 2.2829], [-4.5094, -0.1836, 0.6816], [1.2387, -1.1700, -1.5295], [-0.0228, -1.8688, -1.3582], [-1.0655, -0.9925, -1.7709], [-0.4733, 0.2691, -2.1520], [0.9632, 0.1315, -2.0405], [1.9762, 1.1513, -2.4666], [-1.2130, 1.4270, -2.7520], [-2.5230, -1.3179, -1.8690], [-0.1723, -3.3000, -0.9361], [2.5964, -1.7683, -1.3107], [0.0000, 0.0000, 0.0000], [-0.6738, 2.3647, -2.5958], [-1.3466, 1.2897, -3.8336], [-2.2069, 1.5347, -2.3072], [1.5454, 2.1554, -2.4825], [2.8361, 1.1649, -1.7922], [2.3442, 0.9269, -3.4769], [2.5726, -2.5426, -0.5390], [2.9669, -2.2324, -2.2348], [3.3206, -1.0093, -1.0046], [-1.1865, -3.5081, -0.5856], [0.0394, -3.9778, -1.7741], [0.5189, -3.5503, -0.1268], [-3.1471, -0.4558, -1.6140], [-2.7758, -1.6146, -2.8952], [-2.7960, -2.1427, -1.2066], [0.4898, -0.3717, 3.6708], [1.6399, -0.1496, 2.7857], [1.6090, 0.0304, 1.4341], [2.8873, 0.3525, 1.1369], [3.6668, 0.2879, 2.2641], [2.8804, -0.0329, 3.2937], [0.5080, -1.3865, 4.1176], [0.4875, 0.3974, 4.4728], [-0.3688, -0.1804, 3.0737], [3.2578, 0.6466, 0.1849], [4.7272, 0.4930, 2.3344], [3.1681, -0.1220, 4.2945]], "lowdin_charge": [-0.2189, 0.0788, 0.0759, 0.0792, -0.3131, 0.0891, 0.0893, -0.0681, 0.0954, 0.0925, 0.0780, -0.2645, -0.2471, -0.2684, -0.3023, -0.2614, 0.0166, 0.0158, 0.0129, 0.0167, 0.0148, 1.4048, 0.0962, 0.1250, 0.0881, 0.0958, 0.0765, 0.1239, 0.0991, 0.1260, 0.0700, 0.0884, 0.1242, 0.0953, 0.0845, 0.1244, 0.0891, 0.0197, -0.3316, -0.0721, -0.1506, -0.0485, 0.1490, 0.1210, 0.1222, 0.0191, 0.0861, 0.1431, 0.2201]}

No. 4
{"formula": "C4H12O8P", "method": "wB97M-V/def2-TZVPD", "homo_energy_ev": -12.925, "de_lowest_kcal_mol": 0.0, "lumo_energy_ev": -2.60, "total_energy_ev": -30001.934, "charge": 1, "species": ["C", "C", "C", "C", "O", "O", "O", "O", "O", "O", "O", "O", "P", "H", "H", "H", "H", "H", "H", "H", "H", "H", "H", "H", "H"], "positions_angstrom": [[0.6841, -0.1501, -1.8726], [0.2058, -2.3128, 0.0062], [-1.3375, -0.0567, 0.2372], [1.1328, 2.9622, 1.5309], [-0.2535, -0.7392, -2.6200], [0.3348, 1.3640, -1.8681], [-0.4096, -2.5828, 1.2095], [1.3787, -3.1468, -0.0394], [-1.6564, 0.0795, 1.5734], [-1.6336, 1.1648, -0.3752], [0.5680, 2.7568, 2.6557], [1.0730, 2.2194, 0.5803], [0.5726, -0.4209, 0.1093], [1.6818, -0.3225, -2.1389], [-0.3582, -2.4582, -0.9366], [-1.7226, -0.8960, -0.4153], [1.7961, 3.8563, 1.3837], [0.0257, -0.6758, -3.5537], [-0.6386, 1.3569, -1.4253], [-0.8922, -3.3263, 1.1511], [1.7269, -3.4379, 0.8139], [-1.6666, -0.7396, 2.1271], [-1.7602, 1.8170, 0.2612], [0.4267, 1.8385, 2.7101], [0.7220, 1.8502, -1.1045]], "lowdin_charge": [-0.3848, -0.5708, -0.5379, -0.3555, 0.0380, 0.0616, -0.0021, -0.0433, -0.0100, 0.0167, 0.1936, -0.0523, 1.2258, 0.1193, 0.1253, 0.1435, 0.1774, 0.1529, 0.1111, 0.0575, 0.1044, 0.1366, 0.1030, 0.1041, 0.0860]}